Record 1
Formula: C12H4Cl5NO2ReSbSe4
Source: the Open Molecules 2025 dataset
Level of theory: ωB97M-V/def2-TZVPD

The HOMO energy (alpha / beta) is -14.48 / -14.44 eV. The value obtained for the total energy is -350741.8897 eV. The calculation puts the energy above the lowest of the compared OMol25 structures with the same formula, charge and spin at 22.76 kJ/mol. The HOMO-LUMO gap (alpha / beta) comes out at 4.97 / 4.91 eV.

Geometry as ORCA input:
```
! wB97M-V def2-TZVPD RIJCOSX def2/J DEFGRID3
* xyz 2 1
Re 1.100 0.937 -0.740
O 1.765 1.507 3.212
C 1.498 1.032 2.160
O 1.788 1.583 0.965
C 0.813 -0.293 1.968
C 0.399 -1.094 3.010
C -0.233 -2.293 2.709
C -0.369 -2.655 1.377
C 0.086 -1.803 0.389
N 0.650 -0.624 0.678
H 0.572 -0.762 4.025
H -0.611 -2.928 3.500
H -0.841 -3.585 1.090
H -0.001 -2.064 -0.658
Cl 0.889 2.516 -2.356
C -0.796 2.413 -1.881
C -0.938 1.344 -1.000
C -2.194 1.180 -0.416
Cl -2.525 -0.024 0.747
C -3.233 2.066 -0.760
Cl -4.752 1.919 -0.002
C -3.039 3.082 -1.707
Cl -4.316 4.106 -2.141
C -1.773 3.282 -2.287
Cl -1.466 4.528 -3.407
Se 1.798 -3.920 -2.459
Sb 3.955 -4.823 -2.438
Se 2.451 -0.582 -1.935
Se 3.925 -1.356 -0.309
Se 5.398 -2.691 -1.334
*
```



Record 2
Formula: C3H3N3OS
Source: the Open Molecules 2025 dataset
Level of theory: ωB97M-V/def2-TZVPD

The HOMO energy is -9.89 eV. The value obtained for the total energy is -20511.6958 eV. The calculation puts the energy above the lowest of the compared OMol25 structures with the same formula, charge and spin at 162.41 kJ/mol. The HOMO-LUMO gap comes out at 9.80 eV.

Geometry as ORCA input:
```
! wB97M-V def2-TZVPD RIJCOSX def2/J DEFGRID3
* xyz 0 1
O 2.245 -1.997 -0.121
C 1.386 -1.188 -0.054
N 1.793 0.176 -0.004
C 0.985 1.129 -0.012
N -0.411 0.800 -0.123
C -0.817 -0.552 0.025
S -2.572 -0.975 -0.111
N 0.040 -1.474 0.125
H 1.300 2.135 -0.177
H -1.059 1.668 -0.152
H -2.891 0.276 0.603
*
```



Record 3
Formula: C16H25IN2SiTc
Source: the Open Molecules 2025 dataset
Level of theory: ωB97M-V/def2-TZVPD

The HOMO energy (alpha / beta) is -15.50 / -15.60 eV. The value obtained for the total energy is -38137.9367 eV. The calculation puts the energy above the lowest of the compared OMol25 structures with the same formula, charge and spin at 0.00 kJ/mol. The HOMO-LUMO gap (alpha / beta) comes out at 7.01 / 6.89 eV.

Geometry as ORCA input:
```
! wB97M-V def2-TZVPD RIJCOSX def2/J DEFGRID3
* xyz 2 4
C 2.648 2.896 -0.390
C 2.604 1.333 -0.513
H 2.732 3.330 -1.390
H 3.567 3.127 0.157
H 1.825 3.386 0.147
H 2.243 0.957 -1.516
H 3.649 1.096 -0.806
H 2.641 0.743 0.436
C -2.163 1.770 -1.555
C -3.416 1.482 -2.084
C -3.605 0.295 -2.796
C -2.527 -0.562 -2.957
H -1.954 2.695 -1.014
H -4.217 2.193 -1.918
H -4.576 0.046 -3.217
H -2.593 -1.496 -3.504
N -1.138 0.890 -1.638
C -1.292 -0.251 -2.364
C -0.124 -1.123 -2.398
N 0.920 -0.711 -1.641
C 2.005 -1.519 -1.512
C 1.057 -3.138 -3.023
C 2.106 -2.724 -2.203
H 2.810 -1.161 -0.866
H 3.014 -3.310 -2.079
C -0.070 -2.335 -3.111
H -0.935 -2.591 -3.713
H 1.115 -4.073 -3.580
Tc 0.573 1.115 -0.298
I -0.310 3.000 1.282
C -1.893 0.713 3.481
Si -0.353 -0.217 2.937
C 1.205 0.525 3.661
C -0.563 -1.955 3.657
C -0.174 -0.319 1.015
H -2.062 0.534 4.553
H -2.778 0.356 2.937
H -1.809 1.796 3.321
H 1.140 0.497 4.759
H 2.080 -0.063 3.355
H 1.349 1.567 3.348
H -1.502 -2.416 3.322
H 0.265 -2.612 3.364
H -0.587 -1.904 4.754
H 0.326 -1.309 0.873
H -1.233 -0.552 0.728
*
```



Record 4
Formula: H26HeO13
Source: the Open Molecules 2025 dataset
Level of theory: ωB97M-V/def2-TZVPD

The HOMO energy is -10.57 eV. The value obtained for the total energy is -27119.3344 eV. The calculation puts the energy above the lowest of the compared OMol25 structures with the same formula, charge and spin at 128.90 kJ/mol. The HOMO-LUMO gap comes out at 10.34 eV.

Geometry as ORCA input:
```
! wB97M-V def2-TZVPD RIJCOSX def2/J DEFGRID3
* xyz 0 1
He 0.121 -0.345 0.359
O -2.812 -0.544 1.061
H -3.491 -1.149 1.360
H -2.934 0.238 1.599
O 0.315 2.819 0.850
H 1.239 2.759 1.091
H 0.277 2.475 -0.043
O 2.371 0.331 -1.853
H 2.101 -0.424 -2.376
H 1.569 0.838 -1.732
O 0.364 2.269 -1.920
H 0.342 3.085 -2.421
H -0.106 1.639 -2.466
O 2.334 -3.722 1.797
H 2.162 -4.397 1.141
H 1.764 -2.994 1.548
O -0.796 -1.844 2.289
H -1.416 -1.215 1.920
H 0.033 -1.367 2.333
O -0.829 -0.063 -2.700
H -1.073 -0.338 -3.584
H -0.933 -0.851 -2.166
O 4.213 0.154 0.119
H 5.106 0.352 -0.164
H 3.720 0.052 -0.696
O -0.202 1.046 2.798
H -0.177 1.540 1.978
H -0.981 1.370 3.250
O 1.807 -0.755 3.010
H 1.598 0.155 3.222
H 2.688 -0.887 3.359
O -2.318 2.728 -1.417
H -2.750 1.894 -1.604
H -1.385 2.547 -1.536
O -3.445 0.258 -1.761
H -2.764 -0.103 -2.328
H -3.281 -0.138 -0.906
O -1.095 -2.281 -1.325
H -0.500 -2.943 -1.677
H -0.836 -2.188 -0.408
*
```



Record 5
Formula: C2H2AuFLiO
Source: the Open Molecules 2025 dataset
Level of theory: ωB97M-V/def2-TZVPD

The HOMO energy (alpha / beta) is -26.73 / -27.52 eV. The value obtained for the total energy is -10721.1649 eV. The HOMO-LUMO gap (alpha / beta) comes out at 9.40 / 7.83 eV.

Geometry as ORCA input:
```
! wB97M-V def2-TZVPD RIJCOSX def2/J DEFGRID3
* xyz 3 3
H 1.244 -1.018 -0.306
C 0.150 1.060 -0.478
C 0.663 0.034 0.192
O -0.067 -1.115 0.274
Li 0.408 -0.975 2.423
Au -1.656 -0.888 -0.552
F -1.054 0.778 -1.202
H 0.312 2.124 -0.350
*
```



Record 6
Formula: C4H12N2O
Source: the Open Molecules 2025 dataset
Level of theory: ωB97M-V/def2-TZVPD

The HOMO energy is -9.11 eV. The value obtained for the total energy is -9368.0662 eV. The calculation puts the energy above the lowest of the compared OMol25 structures with the same formula, charge and spin at 301.77 kJ/mol. The HOMO-LUMO gap comes out at 10.05 eV.

Geometry as ORCA input:
```
! wB97M-V def2-TZVPD RIJCOSX def2/J DEFGRID3
* xyz 0 1
C -0.970 -1.906 -1.024
N 0.339 -1.349 -0.589
C 0.125 -0.218 0.326
C -0.058 1.048 -0.536
N -0.916 2.192 0.070
C 1.423 -0.136 1.274
O 1.277 1.182 1.964
H -0.634 -2.762 -1.808
H -1.453 -2.463 -0.092
H -1.683 -1.200 -1.600
H 0.786 -0.941 -1.423
H -0.754 -0.414 0.945
H 0.988 1.420 -0.648
H -0.476 0.762 -1.509
H -1.613 2.577 -0.525
H -1.540 1.733 0.754
H 1.228 -0.804 2.160
H 2.388 -0.625 0.836
H 1.543 1.906 1.423
*
```



Record 7
Formula: C9H13BrN2O3
Source: the Open Molecules 2025 dataset
Level of theory: ωB97M-V/def2-TZVPD

The HOMO energy is -8.83 eV. The value obtained for the total energy is -88709.5845 eV. The calculation puts the energy above the lowest of the compared OMol25 structures with the same formula, charge and spin at 0.00 kJ/mol. The HOMO-LUMO gap comes out at 9.12 eV.

Geometry as ORCA input:
```
! wB97M-V def2-TZVPD RIJCOSX def2/J DEFGRID3
* xyz 0 1
C -2.916 0.422 -1.296
C -1.752 0.982 -2.081
C -0.532 1.459 -1.244
C 0.608 1.751 -2.203
N -0.059 0.458 -0.242
C -0.015 0.819 1.086
O -0.446 1.840 1.577
N 0.665 0.038 1.976
C 1.124 -1.220 1.721
C 1.908 -2.019 2.765
O 2.151 -1.253 3.953
C 0.904 -1.720 0.442
Br 1.512 -3.467 -0.087
C 0.300 -0.872 -0.551
O 0.212 -1.323 -1.687
H -3.668 0.150 -2.015
H -3.306 1.144 -0.610
H -2.582 -0.477 -0.753
H -2.132 1.812 -2.697
H -1.435 0.198 -2.800
H -0.778 2.416 -0.760
H 0.353 2.594 -2.864
H 1.516 2.030 -1.652
H 0.776 0.856 -2.860
H 0.686 0.408 2.949
H 1.302 -2.903 3.007
H 2.885 -2.334 2.396
H 2.719 -1.790 4.530
*
```



Record 8
Formula: C72H180N12O24
Source: the Open Molecules 2025 dataset
Level of theory: ωB97M-V/def2-TZVPD

The HOMO energy is -8.15 eV. The value obtained for the total energy is -144582.2044 eV. The calculation puts the energy above the lowest of the compared OMol25 structures with the same formula, charge and spin at 513.09 kJ/mol. The HOMO-LUMO gap comes out at 8.66 eV.

Geometry as ORCA input:
```
! wB97M-V def2-TZVPD RIJCOSX def2/J DEFGRID3
* xyz 0 1
C 1.733 6.533 -1.417
O 0.853 5.489 -1.888
C -0.473 6.069 -2.364
C -1.387 5.008 -2.680
N -1.892 4.325 -1.513
C -0.950 3.480 -0.785
C -1.696 2.457 0.062
O -2.325 1.559 -0.797
C -3.102 0.747 0.020
H 2.684 5.997 -1.347
H 1.414 6.932 -0.506
H 1.813 7.378 -2.098
H -0.291 6.750 -3.198
H -0.889 6.720 -1.597
H -0.977 4.334 -3.451
H -2.190 5.477 -3.186
H -2.701 3.756 -1.688
H -0.174 4.067 -0.265
H -0.368 2.823 -1.425
H -2.450 3.027 0.731
H -1.063 1.931 0.718
H -2.509 0.331 0.879
H -3.453 -0.064 -0.547
H -3.967 1.342 0.449
C 2.745 3.897 -6.067
O 3.422 3.385 -4.945
C 3.137 3.875 -3.686
C 4.336 3.633 -2.852
N 5.368 4.726 -3.053
C 6.569 4.584 -2.188
C 7.542 5.675 -2.534
O 7.004 6.884 -2.240
C 7.390 7.514 -1.018
H 1.722 3.561 -6.022
H 3.223 3.416 -6.949
H 2.865 5.022 -6.162
H 2.256 3.344 -3.306
H 2.851 4.912 -3.649
H 4.833 2.686 -3.115
H 3.962 3.576 -1.847
H 5.686 4.632 -3.999
H 7.099 3.595 -2.317
H 6.349 4.700 -1.127
H 7.714 5.594 -3.633
H 8.471 5.593 -2.033
H 7.073 6.915 -0.177
H 6.838 8.446 -0.982
H 8.457 7.871 -0.974
C 2.074 -3.787 3.407
O 0.924 -4.517 3.279
C 1.070 -5.601 2.344
C -0.334 -5.970 1.948
N -0.385 -7.072 0.999
C -1.304 -8.113 1.462
C -1.498 -9.295 0.324
O -2.334 -8.857 -0.710
C -2.417 -9.795 -1.760
H 2.051 -3.023 4.116
H 2.394 -3.336 2.468
H 2.908 -4.443 3.733
H 1.689 -6.406 2.796
H 1.539 -5.217 1.453
H -0.848 -5.145 1.475
H -0.868 -6.229 2.833
H -0.617 -6.736 0.073
H -2.343 -7.858 1.695
H -0.911 -8.591 2.393
H -1.843 -10.218 0.743
H -0.477 -9.586 0.030
H -1.689 -9.660 -2.579
H -3.485 -9.694 -2.146
H -2.331 -10.885 -1.388
C 5.345 -3.025 -0.779
O 4.960 -2.922 0.610
C 5.841 -2.189 1.384
C 5.186 -1.909 2.770
N 4.048 -1.006 2.645
C 4.337 0.430 2.461
C 3.136 1.312 2.266
O 3.415 2.406 1.361
C 2.286 2.985 0.740
H 6.352 -3.516 -0.827
H 5.493 -2.013 -1.142
H 4.596 -3.508 -1.368
H 6.092 -1.247 0.903
H 6.659 -2.842 1.616
H 5.949 -1.357 3.340
H 4.870 -2.849 3.236
H 3.405 -1.378 2.002
H 4.823 0.625 1.512
H 5.017 0.649 3.306
H 2.673 1.648 3.230
H 2.340 0.701 1.720
H 1.927 2.411 -0.147
H 2.654 3.937 0.298
H 1.436 3.189 1.413
C 0.497 -0.680 -2.636
O 1.663 -0.545 -1.883
C 2.146 -1.789 -1.564
C 1.415 -2.448 -0.365
N 1.191 -1.407 0.623
C 0.121 -1.780 1.537
C -0.005 -0.939 2.825
O -0.370 0.363 2.342
C -1.042 1.092 3.380
H -0.149 0.221 -2.544
H -0.223 -1.421 -2.153
H 0.709 -0.999 -3.669
H 3.146 -1.574 -1.233
H 2.111 -2.319 -2.562
H 2.042 -3.222 -0.044
H 0.532 -2.963 -0.792
H 1.063 -0.489 0.268
H 0.370 -2.765 1.873
H -0.882 -1.896 1.016
H 0.959 -0.879 3.233
H -0.650 -1.316 3.617
H -0.807 2.123 3.243
H -0.615 0.769 4.356
H -2.118 0.939 3.298
C 2.821 6.484 4.752
O 1.579 6.820 4.192
C 1.447 8.188 4.065
C 0.028 8.472 3.629
N -0.322 7.919 2.338
C -1.716 8.012 1.955
C -2.631 7.110 2.753
O -3.946 7.311 2.364
C -4.612 6.213 1.739
H 2.934 7.059 5.659
H 3.680 6.674 4.064
H 2.804 5.446 4.990
H 2.231 8.659 3.375
H 1.510 8.621 5.010
H -0.170 9.557 3.589
H -0.603 7.988 4.450
H 0.028 6.981 2.396
H -1.883 7.778 0.940
H -2.153 9.072 2.034
H -2.504 7.322 3.793
H -2.382 6.019 2.606
H -4.114 6.039 0.818
H -5.664 6.379 1.558
H -4.579 5.327 2.378
C -6.082 -7.959 -0.602
O -5.103 -7.034 -0.177
C -4.509 -6.344 -1.227
C -3.175 -5.747 -0.795
N -3.269 -4.772 0.259
C -3.924 -3.513 -0.111
C -4.025 -2.731 1.198
O -5.073 -3.319 1.852
C -5.511 -2.697 3.068
H -5.607 -8.713 -1.285
H -6.875 -7.452 -1.110
H -6.579 -8.504 0.180
H -5.274 -5.657 -1.632
H -4.254 -7.003 -2.030
H -2.615 -5.375 -1.687
H -2.575 -6.594 -0.390
H -3.675 -5.171 1.092
H -4.892 -3.720 -0.582
H -3.246 -2.902 -0.732
H -4.230 -1.676 1.004
H -3.043 -2.803 1.669
H -4.698 -2.574 3.814
H -6.176 -3.411 3.566
H -5.995 -1.752 2.802
C 0.341 -2.271 -6.397
O -0.472 -2.464 -7.532
C -1.593 -1.675 -7.535
C -2.191 -1.619 -8.895
N -1.272 -1.125 -9.959
C -0.762 0.295 -9.678
C -1.942 1.236 -9.734
O -2.686 1.149 -8.520
C -4.003 1.583 -8.780
H -0.108 -2.527 -5.408
H 0.723 -1.248 -6.357
H 1.185 -2.896 -6.534
H -1.341 -0.704 -7.240
H -2.273 -1.866 -6.719
H -3.156 -1.071 -8.964
H -2.296 -2.691 -9.197
H -0.502 -1.700 -10.188
H -0.130 0.642 -10.533
H -0.294 0.382 -8.706
H -2.607 0.842 -10.547
H -1.591 2.337 -10.008
H -4.616 1.324 -7.885
H -4.362 1.002 -9.619
H -4.041 2.652 -9.015
C 1.716 0.186 6.140
O 0.311 0.514 6.306
C -0.308 -0.376 7.191
C -1.640 0.200 7.589
N -2.470 0.592 6.467
C -3.672 1.324 6.825
C -4.425 2.037 5.652
O -3.407 2.845 5.057
C -3.939 3.636 3.954
H 1.832 -0.858 6.038
H 2.304 0.624 6.996
H 2.052 0.552 5.194
H 0.348 -0.648 7.993
H -0.664 -1.285 6.674
H -1.620 1.002 8.307
H -2.178 -0.542 8.208
H -1.902 1.240 5.963
H -3.526 2.109 7.552
H -4.305 0.578 7.238
H -5.217 2.684 5.926
H -4.813 1.298 4.939
H -4.436 3.033 3.172
H -3.107 4.082 3.424
H -4.627 4.503 4.258
C 3.967 0.088 -5.112
O 3.669 -1.186 -5.532
C 4.451 -2.186 -4.880
C 3.862 -3.576 -5.114
N 4.421 -4.554 -4.241
C 3.477 -5.631 -3.997
C 3.191 -6.598 -5.231
O 2.302 -5.969 -6.119
C 1.972 -6.876 -7.214
H 5.068 0.328 -5.158
H 3.547 0.256 -4.050
H 3.543 0.859 -5.717
H 4.530 -2.035 -3.813
H 5.430 -2.194 -5.308
H 4.118 -3.834 -6.142
H 2.777 -3.594 -4.918
H 5.194 -5.141 -4.583
H 2.538 -5.179 -3.722
H 3.819 -6.273 -3.150
H 2.725 -7.490 -4.846
H 4.135 -6.896 -5.803
H 1.649 -6.256 -8.050
H 1.220 -7.609 -6.910
H 2.782 -7.496 -7.608
C -0.168 -4.661 -3.190
O -1.472 -4.101 -3.160
C -2.258 -4.698 -4.223
C -3.602 -4.030 -4.196
N -3.557 -2.561 -4.493
C -2.901 -1.642 -3.533
C -3.366 -0.205 -3.748
O -2.724 0.436 -4.828
C -3.119 1.735 -5.125
H 0.142 -4.882 -4.212
H -0.130 -5.655 -2.603
H 0.429 -3.956 -2.705
H -2.254 -5.757 -3.993
H -1.701 -4.491 -5.147
H -4.126 -4.353 -3.275
H -4.104 -4.398 -5.066
H -3.219 -2.412 -5.444
H -1.790 -1.735 -3.412
H -3.206 -1.889 -2.526
H -3.247 0.331 -2.799
H -4.455 -0.331 -4.016
H -2.574 2.156 -5.948
H -2.944 2.316 -4.226
H -4.212 1.787 -5.371
C -0.703 5.429 6.065
O 0.146 4.588 6.800
C -0.371 4.272 8.075
C 0.641 3.309 8.742
N -0.098 2.825 9.916
C 0.492 1.620 10.507
C -0.384 1.076 11.594
O -1.574 0.666 11.011
C -2.608 0.260 11.865
H -0.466 5.502 5.042
H -0.716 6.517 6.419
H -1.764 4.991 6.142
H -1.355 3.759 8.053
H -0.508 5.146 8.676
H 1.533 3.813 9.067
H 0.727 2.423 8.038
H -0.952 2.520 9.480
H 1.442 1.906 10.907
H 0.678 0.922 9.695
H -0.481 1.827 12.388
H 0.174 0.262 12.020
H -2.896 0.983 12.629
H -2.446 -0.616 12.411
H -3.494 0.011 11.273
*
```